# 1
DFT (the ωB97M-V functional and the def2-TZVPD basis) results for a structure of composition C46H32Cl5N7O2PRb.

Summary:
Kohn-Sham gap = 4.94 eV
Energy relative to the best compared isomer or geometry (same formula, charge and spin) = 0.147 eV

```
! wB97M-V def2-TZVPD RIJCOSX def2/J DEFGRID3
* xyz -2 1
Rb -1.279 -0.601 -0.433
C -1.096 -1.502 -4.806
C -0.942 -2.883 -4.737
C -0.103 -3.413 -3.788
C 0.577 -2.545 -2.908
N 0.420 -1.219 -2.978
C -0.402 -0.732 -3.894
N 1.560 -3.038 -2.116
C 1.541 -3.267 -0.852
N 0.507 -3.206 0.010
C 0.927 -3.642 1.213
N 0.240 -3.950 2.260
C -1.070 -3.714 2.495
C -1.870 -4.796 2.928
C -3.179 -4.570 3.276
C -3.668 -3.270 3.233
C -2.802 -2.265 2.833
N -1.550 -2.465 2.469
C 2.374 -3.976 1.160
C 3.273 -4.443 2.093
C 4.570 -4.706 1.670
C 4.947 -4.516 0.348
C 4.040 -4.041 -0.590
C 2.757 -3.771 -0.166
H -1.747 -1.043 -5.536
H -1.473 -3.528 -5.428
H 0.041 -4.481 -3.690
H -0.489 0.348 -3.907
H -1.436 -5.785 2.957
H -3.818 -5.390 3.589
H -4.690 -3.050 3.504
H -3.122 -1.233 2.807
H 2.975 -4.596 3.119
H 5.304 -5.069 2.379
H 5.964 -4.740 0.047
H 4.320 -3.892 -1.622
Cl -8.661 0.604 -3.931
C -7.118 -0.045 -3.521
C -6.352 0.524 -2.502
Cl -6.974 1.896 -1.663
C -5.118 0.020 -2.168
Cl -4.182 0.721 -0.913
C -4.526 -1.112 -2.838
O -3.415 -1.573 -2.540
C -5.359 -1.647 -3.880
Cl -4.731 -3.001 -4.746
C -6.597 -1.140 -4.202
Cl -7.537 -1.869 -5.454
O -2.402 0.515 1.590
C -1.500 1.245 1.961
C -1.656 2.338 2.975
C -2.463 2.591 4.065
C -2.207 3.744 4.805
C -1.215 4.629 4.422
C -0.417 4.382 3.302
C -0.623 3.209 2.610
P 0.071 2.307 1.144
C 1.389 3.735 0.878
C 2.695 3.836 1.348
C 3.485 4.927 1.023
C 2.988 5.933 0.210
C 1.689 5.848 -0.270
C 0.911 4.755 0.059
C 1.277 1.118 1.841
C 2.039 0.371 0.946
C 2.923 -0.590 1.400
C 3.055 -0.822 2.758
C 2.298 -0.087 3.657
C 1.416 0.876 3.204
H -3.252 1.907 4.350
H -2.797 3.954 5.690
H -1.045 5.522 5.014
H 0.357 5.080 3.011
H 3.091 3.059 1.990
H 4.495 5.001 1.414
H 3.610 6.781 -0.048
H 1.291 6.637 -0.898
H -0.105 4.663 -0.310
H 1.933 0.559 -0.114
H 3.505 -1.166 0.692
H 3.746 -1.575 3.113
H 2.388 -0.281 4.719
H 0.825 1.444 3.911
C 3.269 3.356 -2.420
N 2.153 2.729 -3.083
C 2.395 2.165 -4.388
C 1.123 2.299 -2.389
N 0.174 1.979 -1.825
H 3.551 4.269 -2.957
H 4.141 2.689 -2.393
H 2.988 3.616 -1.403
H 2.619 2.967 -5.101
H 1.511 1.625 -4.719
H 3.243 1.470 -4.370
*
```

These are the Mulliken partial charges, in e, on atoms 1 to 2: 1.008 -1.177

=====

# 2
DFT (the ωB97M-V functional and the def2-TZVPD basis) results for a cluster of 2 separate species, C6H10ClNO3 in total.

Summary:
Kohn-Sham gap (alpha / beta) = 8.69 / 8.69 eV
Energy relative to the best compared isomer or geometry (same formula, charge and spin) = 0.941 eV

```
! wB97M-V def2-TZVPD RIJCOSX def2/J DEFGRID3
* xyz 0 1
C -1.118 -1.277 1.191
C -0.516 0.306 -0.821
C -0.153 -2.479 0.974
C 1.233 -0.257 -2.323
C -1.223 -0.120 0.367
C 0.007 1.493 1.279
N 0.149 2.667 0.533
O -1.893 -1.309 2.147
O -0.760 1.304 -1.475
O 0.502 -0.516 -1.118
Cl 1.662 0.923 1.564
H 0.882 -2.052 1.232
H -0.327 -2.771 -0.129
H -0.546 -3.196 1.784
H 0.733 0.497 -2.915
H 1.278 -1.120 -2.977
H 2.248 0.043 -2.066
H -1.991 0.519 0.723
H -0.627 1.698 2.106
H 1.025 2.820 0.045
H -0.567 2.827 -0.121
*
```

These are the Mulliken partial charges, in e, on atoms 1 to 2: 0.508 0.571

=====

# 3
DFT (the ωB97M-V functional and the def2-TZVPD basis) results for a cluster of 6 separate species, C42H45F6N3O3 in total.

Summary:
SMILES = [H]/N=C(\C)C[C@@](CCF)(OC#N)OC(=O)CCCCN.Fc1ccccc1.Fc1ccccc1.Fc1ccccc1.Fc1ccccc1.Fc1ccccc1
Kohn-Sham gap = 9.56 eV

```
! wB97M-V def2-TZVPD RIJCOSX def2/J DEFGRID3
* xyz 0 1
C 3.111 2.718 1.242
C 3.492 1.719 0.110
N 4.700 1.411 -0.084
C 2.313 1.197 -0.737
C 2.362 -0.330 -1.042
C 3.177 -0.745 -2.294
C 3.092 0.235 -3.509
F 4.240 0.998 -3.706
O 3.055 -0.926 0.116
C 2.487 -2.076 0.464
N 1.898 -2.837 1.049
O 1.038 -0.853 -1.006
C 0.261 -0.500 -2.116
O 0.222 -1.266 -3.012
C -0.560 0.799 -2.222
C -1.638 0.908 -1.080
C -1.522 2.179 -0.178
C -1.966 3.481 -0.941
N -0.898 4.041 -1.816
H 2.433 2.255 1.990
H 3.989 3.210 1.690
H 2.504 3.518 0.750
H 5.268 1.897 0.617
H 1.399 1.363 -0.126
H 2.210 1.850 -1.621
H 4.246 -0.948 -2.095
H 2.750 -1.712 -2.642
H 2.208 0.903 -3.459
H 2.946 -0.384 -4.419
H -1.056 0.805 -3.209
H 0.139 1.656 -2.217
H -2.642 0.924 -1.551
H -1.598 -0.016 -0.471
H -0.456 2.273 0.128
H -2.118 2.070 0.749
H -2.290 4.241 -0.205
H -2.822 3.233 -1.604
H -0.014 3.730 -1.405
H -0.918 3.569 -2.721
F 3.261 -2.817 -4.877
C 2.865 -4.105 -4.831
C 1.957 -4.497 -3.865
C 1.546 -5.822 -3.820
C 2.055 -6.738 -4.733
C 2.970 -6.329 -5.695
C 3.375 -5.002 -5.749
H 1.577 -3.769 -3.157
H 0.830 -6.140 -3.074
H 1.736 -7.772 -4.694
H 3.369 -7.044 -6.403
H 4.081 -4.663 -6.496
F -2.940 -1.702 0.742
C -2.812 -3.016 1.026
C -3.829 -3.884 0.677
C -3.695 -5.235 0.966
C -2.553 -5.697 1.608
C -1.541 -4.811 1.957
C -1.668 -3.461 1.660
H -4.715 -3.502 0.185
H -4.481 -5.926 0.691
H -2.451 -6.751 1.837
H -0.653 -5.170 2.461
H -0.886 -2.758 1.916
F -4.555 4.676 0.039
C -5.074 5.767 0.638
C -5.706 6.726 -0.130
C -6.244 7.844 0.492
C -6.133 7.993 1.870
C -5.490 7.021 2.627
C -4.961 5.897 2.008
H -5.775 6.595 -1.203
H -6.748 8.600 -0.096
H -6.549 8.868 2.354
H -5.399 7.138 3.700
H -4.465 5.127 2.580
F 8.640 -0.386 1.225
C 7.840 -1.453 1.405
C 6.582 -1.459 0.834
C 5.761 -2.564 1.017
C 6.202 -3.641 1.775
C 7.468 -3.618 2.346
C 8.296 -2.520 2.156
H 6.250 -0.606 0.252
H 4.777 -2.583 0.570
H 5.557 -4.499 1.920
H 7.811 -4.456 2.941
H 9.289 -2.488 2.586
F -4.280 4.273 4.254
C -4.634 2.970 4.226
C -5.499 2.482 5.186
C -5.864 1.143 5.150
C -5.352 0.309 4.163
C -4.478 0.814 3.208
C -4.120 2.155 3.236
H -5.882 3.146 5.951
H -6.548 0.750 5.891
H -5.634 -0.736 4.139
H -4.076 0.163 2.441
H -3.448 2.570 2.496
*
```

These are the Mulliken partial charges, in e, on atoms 1 to 2: -1.292 0.258

=====

# 4
DFT (the ωB97M-V functional and the def2-TZVPD basis) results for the molecule C22H22N6O3S2.

Summary:
SMILES = CCOC(=O)Cc1csc(NC(=O)CSc2nnc(-n3nc(C)cc3C)c3ccccc23)n1
Kohn-Sham gap = 8.02 eV
Energy relative to the best compared isomer or geometry (same formula, charge and spin) = 0.786 eV

```
! wB97M-V def2-TZVPD RIJCOSX def2/J DEFGRID3
* xyz 0 1
C -1.733 -0.671 2.956
C -1.881 -2.146 2.620
H -2.770 -2.572 3.092
H -0.989 -2.698 2.934
O -2.083 -2.355 1.218
C -1.009 -2.506 0.446
O 0.128 -2.450 0.831
C -1.438 -2.819 -0.983
C -0.359 -2.470 -1.951
C 0.853 -3.074 -2.037
S 1.845 -2.278 -3.203
C 0.516 -1.151 -3.477
N -0.537 -1.405 -2.782
N 0.698 -0.111 -4.337
C -0.035 1.085 -4.371
O 0.503 2.092 -4.766
C -1.536 0.923 -4.255
H -1.798 -0.069 -3.893
H -1.990 1.126 -5.225
S -2.259 2.142 -3.116
C -1.126 1.908 -1.820
N -0.041 1.261 -2.145
N 0.842 0.885 -1.255
C 0.669 1.152 0.017
N 1.585 0.587 0.883
C 2.813 0.055 0.581
C 3.288 -0.488 1.745
C 2.284 -0.266 2.714
N 1.278 0.388 2.181
C 2.285 -0.680 4.139
H 1.397 -0.299 4.636
H 2.292 -1.767 4.207
H 3.173 -0.303 4.643
H 4.225 -0.986 1.892
C 3.455 0.132 -0.750
H 4.511 -0.111 -0.656
H 3.343 1.125 -1.180
H 2.989 -0.575 -1.433
C -0.414 1.978 0.485
C -0.568 2.458 1.796
C -1.636 3.258 2.116
C -2.586 3.613 1.153
C -2.448 3.182 -0.141
C -1.361 2.372 -0.493
H -3.155 3.456 -0.910
H -3.422 4.237 1.431
H -1.745 3.621 3.127
H 0.160 2.183 2.541
H 1.661 0.032 -4.622
H 1.223 -3.912 -1.487
H -2.345 -2.263 -1.214
H -1.661 -3.889 -1.018
H -0.787 -0.288 2.578
H -2.552 -0.102 2.521
H -1.752 -0.545 4.035
*
```

These are the Mulliken partial charges, in e, on atoms 1 to 2: -0.419 -0.392

=====

# 5
DFT (the ωB97M-V functional and the def2-TZVPD basis) results for a structure of composition C12H14BCl3FeN6O2.

Summary:
<S²> = 6.0110
Kohn-Sham gap (alpha / beta) = 9.75 / 8.85 eV
Energy relative to the best compared isomer or geometry (same formula, charge and spin) = 0.000 eV

```
! wB97M-V def2-TZVPD RIJCOSX def2/J DEFGRID3
* xyz 0 5
H -0.257 2.854 1.769
N -0.009 1.740 -0.006
B 0.611 0.993 -2.336
N 0.444 2.096 -1.284
C 0.615 3.422 -1.355
Fe -0.420 -0.111 0.489
H 0.947 3.869 -2.283
C 0.304 3.969 -0.117
H 0.325 5.008 0.152
C -0.046 2.889 0.710
H 1.048 1.390 -3.369
C -2.161 -2.346 2.021
H -2.651 -2.321 3.004
H -1.226 -2.904 2.080
H -2.831 -2.798 1.287
N -0.798 0.365 -2.387
N 1.465 -0.131 -1.723
N -1.351 -0.138 -1.195
N 1.107 -0.746 -0.517
C -1.660 0.220 -3.393
C 2.554 -0.729 -2.224
H -1.331 0.558 -4.364
H 2.926 -0.369 -3.166
C -2.813 -0.384 -2.895
C 2.948 -1.739 -1.356
C -2.591 -0.586 -1.514
C 2.046 -1.699 -0.283
H -3.681 -0.645 -3.457
H 3.777 -2.411 -1.508
H -3.210 -1.006 -0.730
H 2.052 -2.256 0.645
H -1.931 -1.292 1.726
Cl 1.524 -1.947 5.452
C 0.981 -0.549 4.511
Cl -0.460 0.183 5.265
Cl 2.304 0.642 4.333
C 0.597 -0.965 3.025
O 0.992 -2.045 2.577
O -0.139 -0.083 2.414
*
```

These are the Mulliken partial charges, in e, on atoms 1 to 2: 0.509 -0.024

=====

# 6
DFT (the ωB97M-V functional and the def2-TZVPD basis) results for a structure of composition C21H33Cl2NO9P2Zn.

Summary:
Kohn-Sham gap = 7.72 eV
Energy relative to the best compared isomer or geometry (same formula, charge and spin) = 0.503 eV

```
! wB97M-V def2-TZVPD RIJCOSX def2/J DEFGRID3
* xyz 0 1
Zn -1.441 -1.009 0.496
Cl -0.923 -3.525 7.390
C -1.235 -2.732 5.886
C -2.142 -1.657 5.865
C -2.375 -1.000 4.691
Cl -3.455 0.333 4.639
C -1.759 -1.374 3.442
O -1.980 -0.718 2.391
C -0.898 -2.521 3.513
C -0.357 -3.059 2.318
O -0.532 -2.658 1.163
C -0.621 -3.153 4.744
H -2.646 -1.355 6.770
H 0.279 -3.957 2.446
H 0.075 -3.979 4.770
C -2.795 1.236 -4.008
C -1.559 1.563 -3.182
C -1.747 2.843 -2.382
O -1.361 0.483 -2.258
P -0.083 -0.430 -2.164
O -0.356 -1.563 -1.280
C 1.327 0.634 -1.685
P 1.255 0.602 0.138
O -0.129 0.452 0.632
O 1.944 1.921 0.702
C 1.236 3.173 0.793
C 0.233 3.164 1.935
C 2.303 4.242 0.984
O 2.281 -0.546 0.436
C 2.976 -0.825 1.666
C 4.313 -0.094 1.640
C 2.144 -0.477 2.889
O 0.366 -0.822 -3.644
C -0.291 -1.927 -4.302
C -0.336 -1.610 -5.790
C 0.484 -3.203 -4.018
H -2.997 2.045 -4.705
H -3.648 1.107 -3.347
H -2.640 0.314 -4.562
H -0.677 1.636 -3.835
H -2.591 2.721 -1.708
H -1.941 3.673 -3.056
H -0.861 3.065 -1.790
H 1.205 1.642 -2.077
H 2.262 0.218 -2.052
H 0.708 3.339 -0.155
H 0.750 3.025 2.881
H -0.486 2.362 1.807
H -0.298 4.112 1.957
H 2.832 4.069 1.918
H 1.838 5.223 1.019
H 3.020 4.217 0.168
H 3.140 -1.910 1.625
H 4.144 0.980 1.617
H 4.883 -0.378 0.759
H 4.886 -0.348 2.526
H 2.000 0.600 2.957
H 2.646 -0.829 3.788
H 1.169 -0.956 2.826
H -1.309 -2.015 -3.902
H 0.673 -1.529 -6.188
H -0.854 -0.670 -5.967
H -0.860 -2.404 -6.316
H 1.500 -3.106 -4.395
H 0.002 -4.046 -4.503
H 0.516 -3.376 -2.947
O -4.440 1.090 -1.085
C -3.726 0.271 -0.644
N -3.041 -0.597 -0.238
*
```

These are the Mulliken partial charges, in e, on atoms 1 to 2: -0.192 -0.244

=====

# 7
DFT (the ωB97M-V functional and the def2-TZVPD basis) results for a structure of composition C42H56CaCl3GeN11O2P.

Summary:
<S²> = 0.7688
Kohn-Sham gap (alpha / beta) = 8.21 / 6.43 eV
Energy relative to the best compared isomer or geometry (same formula, charge and spin) = 1.185 eV

```
! wB97M-V def2-TZVPD RIJCOSX def2/J DEFGRID3
* xyz 0 2
Ca 0.373 -2.212 0.184
C 2.795 1.644 1.194
C 2.043 0.535 0.511
N 1.579 -0.462 1.145
N 1.687 -0.596 2.512
C 1.490 -1.859 2.858
O 1.418 -2.865 2.100
C 1.308 -2.091 4.331
C 1.230 -1.041 5.240
C 1.005 -1.299 6.583
C 0.859 -2.604 7.030
C 0.943 -3.655 6.130
C 1.166 -3.399 4.786
C 1.687 0.549 -1.020
C 2.795 1.415 -1.699
C 2.392 0.908 -4.045
C 2.050 -0.403 -3.912
C 1.814 -1.152 -2.724
N 1.685 -0.838 -1.481
H 2.721 1.489 2.268
H 2.387 2.627 0.949
H 3.849 1.655 0.918
H 1.339 -0.027 4.883
H 0.941 -0.475 7.283
H 0.683 -2.797 8.081
H 0.839 -4.676 6.476
H 1.238 -4.203 4.065
H 2.840 2.353 -1.142
H 2.501 1.296 -5.051
H 1.980 -0.970 -4.830
H 1.732 -2.225 -2.910
O -1.005 -0.732 -0.991
N -0.671 0.398 -0.491
Cl -1.435 -4.265 -3.403
Ge -0.155 -4.468 -1.591
Cl -0.973 -6.387 -0.755
Cl 1.722 -5.234 -2.541
N -1.619 -2.871 1.536
C -2.127 -3.767 2.069
N -2.689 -4.774 2.664
C -2.364 -5.080 4.059
C -1.468 -6.323 4.139
C -1.698 -7.241 2.931
C -3.144 -7.169 2.458
C -3.447 -5.775 1.901
H -3.311 -5.239 4.581
H -1.891 -4.202 4.498
H -1.689 -6.846 5.072
H -0.420 -6.025 4.182
H -1.426 -8.267 3.181
H -1.047 -6.937 2.109
H -3.825 -7.407 3.281
H -3.333 -7.901 1.673
H -4.514 -5.540 1.959
H -3.122 -5.708 0.863
N -3.957 2.197 5.099
C -3.392 1.909 4.140
C -2.698 1.552 2.942
C -1.440 2.101 2.684
C -0.770 1.762 1.526
C -1.368 0.856 0.651
C -2.619 0.292 0.899
C -3.291 0.657 2.054
H -0.992 2.782 3.393
H 0.199 2.169 1.305
H -3.036 -0.431 0.217
H -4.264 0.241 2.272
N 0.314 1.166 -1.097
P -0.190 2.502 -2.152
N -1.482 2.037 -3.124
C -1.359 2.470 -4.526
C -0.885 1.343 -5.431
C -1.809 0.137 -5.317
C -1.992 -0.269 -3.859
C -2.441 0.937 -3.040
N 2.621 1.810 -3.086
C 4.144 0.678 -1.583
C 5.350 1.606 -1.672
C 5.407 2.486 -2.922
C 4.363 3.600 -2.927
C 2.983 3.176 -3.435
N -0.953 3.519 -0.993
C -2.338 3.978 -1.072
C -2.412 5.498 -1.178
C -1.823 6.165 0.071
C -0.694 5.309 0.661
C -0.018 4.496 -0.433
H -0.697 3.338 -4.577
H -2.352 2.815 -4.843
H 0.120 1.056 -5.114
H -0.818 1.691 -6.465
H -1.428 -0.701 -5.904
H -2.787 0.396 -5.739
H -1.061 -0.655 -3.446
H -2.724 -1.077 -3.776
H -2.634 0.693 -2.002
H -3.394 1.308 -3.442
H 4.186 -0.062 -2.384
H 4.185 0.104 -0.655
H 6.254 0.998 -1.618
H 5.371 2.260 -0.793
H 5.296 1.864 -3.816
H 6.402 2.932 -2.987
H 4.695 4.433 -3.551
H 4.276 4.009 -1.915
H 2.942 3.239 -4.523
H 2.207 3.843 -3.049
H -2.898 3.636 -0.188
H -2.803 3.506 -1.936
H -3.444 5.816 -1.336
H -1.853 5.803 -2.068
H -2.601 6.300 0.825
H -1.458 7.163 -0.183
H -1.114 4.618 1.392
H 0.041 5.922 1.185
H 0.862 3.975 -0.047
H 0.354 5.183 -1.211
*
```

These are the Mulliken partial charges, in e, on atoms 1 to 2: 1.528 -1.387

=====

Please write out number 4 again, unchanged.
DFT (the ωB97M-V functional and the def2-TZVPD basis) results for the molecule C22H22N6O3S2.

Summary:
SMILES = CCOC(=O)Cc1csc(NC(=O)CSc2nnc(-n3nc(C)cc3C)c3ccccc23)n1
Kohn-Sham gap = 8.02 eV
Energy relative to the best compared isomer or geometry (same formula, charge and spin) = 0.786 eV

```
! wB97M-V def2-TZVPD RIJCOSX def2/J DEFGRID3
* xyz 0 1
C -1.733 -0.671 2.956
C -1.881 -2.146 2.620
H -2.770 -2.572 3.092
H -0.989 -2.698 2.934
O -2.083 -2.355 1.218
C -1.009 -2.506 0.446
O 0.128 -2.450 0.831
C -1.438 -2.819 -0.983
C -0.359 -2.470 -1.951
C 0.853 -3.074 -2.037
S 1.845 -2.278 -3.203
C 0.516 -1.151 -3.477
N -0.537 -1.405 -2.782
N 0.698 -0.111 -4.337
C -0.035 1.085 -4.371
O 0.503 2.092 -4.766
C -1.536 0.923 -4.255
H -1.798 -0.069 -3.893
H -1.990 1.126 -5.225
S -2.259 2.142 -3.116
C -1.126 1.908 -1.820
N -0.041 1.261 -2.145
N 0.842 0.885 -1.255
C 0.669 1.152 0.017
N 1.585 0.587 0.883
C 2.813 0.055 0.581
C 3.288 -0.488 1.745
C 2.284 -0.266 2.714
N 1.278 0.388 2.181
C 2.285 -0.680 4.139
H 1.397 -0.299 4.636
H 2.292 -1.767 4.207
H 3.173 -0.303 4.643
H 4.225 -0.986 1.892
C 3.455 0.132 -0.750
H 4.511 -0.111 -0.656
H 3.343 1.125 -1.180
H 2.989 -0.575 -1.433
C -0.414 1.978 0.485
C -0.568 2.458 1.796
C -1.636 3.258 2.116
C -2.586 3.613 1.153
C -2.448 3.182 -0.141
C -1.361 2.372 -0.493
H -3.155 3.456 -0.910
H -3.422 4.237 1.431
H -1.745 3.621 3.127
H 0.160 2.183 2.541
H 1.661 0.032 -4.622
H 1.223 -3.912 -1.487
H -2.345 -2.263 -1.214
H -1.661 -3.889 -1.018
H -0.787 -0.288 2.578
H -2.552 -0.102 2.521
H -1.752 -0.545 4.035
*
```

These are the Mulliken partial charges, in e, on atoms 1 to 2: -0.419 -0.392